208
Properties=species:S:1:pos:R:3:lowdin_charge:R:1 method="wB97M-V/def2-TZVPD" charge=0 energy_ha=-8156.02766 lumo_ha=0.0151
C -2.9080 4.5156 2.6670 -0.155
O -3.3087 5.8497 3.0421 -0.130
H -2.0388 4.2478 3.2678 0.077
H -3.7572 3.8499 2.8208 0.077
H -2.5834 4.4842 1.6270 0.046
H -3.9634 6.1389 2.4023 0.067
C -6.2105 -3.6252 -0.8098 -0.071
C -5.6897 -3.1889 0.5842 -0.248
N -6.6885 -2.7832 1.6282 -0.163
C -5.9446 -2.4551 2.8476 -0.261
C -5.3460 -3.7428 3.4590 -0.098
C -7.5144 -1.6179 1.1871 -0.218
C -6.6531 -0.4183 0.6595 -0.077
H -6.6889 -4.6002 -0.7181 0.071
H -5.3331 -3.7651 -1.4412 0.065
H -6.8933 -2.8374 -1.1281 0.057
H -5.1129 -4.0742 0.8517 0.069
H -4.9909 -2.3604 0.4684 0.082
H -5.2171 -1.6757 2.6208 0.093
H -6.6295 -1.9995 3.5627 0.114
H -4.9230 -3.4709 4.4260 0.066
H -6.1432 -4.4703 3.6116 0.077
H -4.5093 -4.2075 2.9372 0.012
H -8.1898 -1.2899 1.9772 0.108
H -8.1211 -1.9303 0.3371 0.092
H -7.2772 0.3316 0.1735 0.074
H -6.0415 -0.7580 -0.1763 0.024
H -6.1010 -0.0530 1.5255 0.067
C -4.4484 -1.7858 -6.0722 -0.069
C -5.5115 -0.8917 -5.3788 -0.256
N -4.8554 -0.1068 -4.3664 -0.185
C -5.4287 1.2582 -4.2151 -0.227
C -5.2597 2.1605 -5.4875 -0.066
C -5.0565 -0.7350 -3.0510 -0.234
C -4.0504 -0.2432 -1.9472 -0.068
H -4.9422 -2.5478 -6.6753 0.072
H -3.6914 -2.1103 -5.3582 0.024
H -3.8586 -1.2239 -6.7963 0.061
H -6.0241 -0.2630 -6.1069 0.104
H -6.2956 -1.5410 -4.9894 0.109
H -6.4963 1.1718 -4.0132 0.111
H -4.9438 1.7689 -3.3832 0.096
H -4.2084 2.1236 -5.7730 0.043
H -5.9033 1.8841 -6.3227 0.061
H -5.5297 3.1725 -5.1856 0.069
H -5.0525 -1.8198 -3.1578 0.102
H -6.0774 -0.5390 -2.7230 0.101
H -3.0209 -0.1350 -2.2885 0.051
H -4.0152 -0.9992 -1.1628 0.046
H -4.3036 0.7298 -1.5261 0.062
C 2.4573 0.8395 4.2329 -0.089
C 2.0603 0.9831 5.7050 -0.243
N 0.9644 0.0657 6.0555 -0.178
C -0.1656 0.5374 5.2660 -0.248
C -1.4685 -0.3075 5.5769 -0.068
C 0.7163 -0.0107 7.4594 -0.288
C 0.3830 1.2886 8.1574 -0.087
H 3.3017 1.4958 4.0224 0.066
H 1.6986 1.0566 3.4810 0.051
H 2.7892 -0.1760 4.0171 0.071
H 2.9156 0.7373 6.3343 0.110
H 1.8114 2.0138 5.9576 0.106
H -0.0581 0.3668 4.1948 0.062
H -0.3041 1.6134 5.3723 0.112
H -2.2692 -0.2000 4.8451 0.051
H -1.9877 -0.0800 6.5079 0.062
H -1.2472 -1.3740 5.5350 0.066
H -0.0170 -0.7464 7.7895 0.109
H 1.6231 -0.4420 7.8835 0.114
H 0.2236 1.1107 9.2209 0.075
H 1.2105 1.9977 8.1332 0.066
H -0.5026 1.7260 7.6965 0.071
C 4.3873 0.8420 1.3689 -0.092
C 5.3543 -0.0560 2.1312 -0.256
N 6.1828 0.7359 3.0568 -0.163
C 7.2075 1.5604 2.3714 -0.233
C 7.6830 2.7158 3.2696 -0.094
C 6.7758 -0.1266 4.1124 -0.243
C 5.8228 -0.5562 5.2060 -0.097
H 3.6340 1.3397 1.9795 0.040
H 3.8189 0.2692 0.6362 0.054
H 4.8680 1.6620 0.8356 0.062
H 4.7524 -0.8675 2.5403 0.083
H 5.9533 -0.5431 1.3617 0.099
H 8.0411 1.0385 1.9013 0.114
H 6.6555 2.0331 1.5590 0.091
H 8.3331 3.4661 2.8196 0.065
H 6.8767 3.2935 3.7216 0.073
H 8.2938 2.4142 4.1205 0.054
H 7.5688 0.4047 4.6387 0.104
H 7.0535 -1.0694 3.6410 0.111
H 4.9313 -0.9699 4.7347 0.048
H 5.4269 0.2605 5.8097 0.067
H 6.2175 -1.3067 5.8909 0.075
C -1.3100 1.1335 1.6342 -0.043
C -1.4196 0.2301 0.3851 -0.237
N -0.3559 -0.7767 0.1571 -0.146
C 0.9261 -0.1204 -0.1083 -0.259
C 0.9324 0.6520 -1.4310 -0.070
C -0.2228 -1.6964 1.2801 -0.248
C -1.4795 -2.5731 1.4917 -0.059
H -0.2812 1.4933 1.6269 0.065
H -1.5310 0.5912 2.5536 0.053
H -1.9733 1.9823 1.4678 0.055
H -2.3542 -0.3302 0.3583 0.085
H -1.5114 0.9008 -0.4692 0.062
H 1.3544 0.4921 0.6851 0.095
H 1.6600 -0.8924 -0.3396 0.091
H 1.9587 0.7210 -1.7918 0.062
H 0.3370 0.0566 -2.1232 0.063
H 0.4857 1.6462 -1.4341 0.046
H 0.0392 -1.2290 2.2293 0.104
H 0.5850 -2.4105 1.1203 0.081
H -1.2770 -3.3627 2.2153 0.053
H -1.6681 -3.0767 0.5435 0.044
H -2.3496 -1.9658 1.7412 0.060
C 5.9769 -1.3104 -1.7900 -0.102
C 5.3471 -1.1821 -3.1402 -0.256
N 5.9170 0.0054 -3.8777 -0.150
C 4.9061 0.4722 -4.9144 -0.213
C 3.5481 1.0221 -4.3652 -0.088
C 7.2289 -0.3400 -4.4794 -0.264
C 7.9313 0.8051 -5.1737 -0.111
H 7.0141 -1.5892 -1.9758 0.064
H 5.5648 -2.0840 -1.1420 0.041
H 5.9896 -0.4050 -1.1832 0.067
H 5.4792 -2.1223 -3.6755 0.113
H 4.2828 -1.0341 -2.9574 0.088
H 5.3937 1.2763 -5.4655 0.090
H 4.7399 -0.2569 -5.7075 0.109
H 2.9211 0.2433 -3.9311 0.024
H 3.6068 1.8126 -3.6171 0.064
H 2.9710 1.4481 -5.1860 0.065
H 7.0270 -1.1513 -5.1788 0.110
H 7.9907 -0.6554 -3.7665 0.106
H 7.7929 1.7575 -4.6619 0.078
H 7.4920 1.0051 -6.1510 0.058
H 8.9929 0.7287 -5.4089 0.071
C 2.5957 4.4966 0.0253 -0.069
C 1.2483 4.8593 -0.6205 -0.239
N 1.3829 5.7371 -1.8277 -0.181
C 2.0478 7.0361 -1.6147 -0.237
C 1.3013 7.8521 -0.5221 -0.081
C 1.9427 5.0334 -3.0205 -0.238
C 1.6694 5.7684 -4.3460 -0.082
H 3.2272 4.1128 -0.7759 0.065
H 2.4123 3.7820 0.8277 0.067
H 3.0909 5.3699 0.4498 0.067
H 0.6800 3.9651 -0.8767 0.074
H 0.5676 5.3214 0.0945 0.098
H 2.1055 7.6742 -2.4965 0.098
H 3.0930 6.9071 -1.3337 0.104
H 1.6003 8.8989 -0.5771 0.067
H 1.4637 7.4766 0.4882 0.063
H 0.2195 7.9387 -0.6237 0.065
H 3.0048 4.9610 -2.7864 0.100
H 1.5363 4.0397 -3.2090 0.101
H 0.6628 5.5271 -4.6877 0.055
H 1.9052 6.8281 -4.4435 0.063
H 2.3699 5.3934 -5.0922 0.071
Cl -3.5151 6.5836 -2.8588 0.570
C -1.8783 5.9749 -2.6316 -0.670
C -1.8570 4.4669 -2.9412 -0.641
Cl -2.3346 3.5165 -1.4814 0.566
H -1.5552 6.1106 -1.5995 0.050
H -1.2368 6.4545 -3.3709 0.063
H -0.8524 4.1901 -3.2609 0.031
H -2.5600 4.1259 -3.7013 0.031
Cl 3.5867 -3.1855 0.8093 0.578
C 2.7237 -4.2765 1.9486 -0.624
C 1.9663 -5.2539 1.0869 -0.647
Cl 0.8902 -6.2632 2.1336 0.606
H 2.0627 -3.5896 2.4770 0.053
H 3.3940 -4.8100 2.6226 0.082
H 2.5753 -5.9420 0.5006 0.072
H 1.3237 -4.7304 0.3790 0.032
Cl -4.5177 -6.7924 1.9831 0.600
C -4.2136 -7.6634 0.4895 -0.670
C -3.9200 -6.7355 -0.6915 -0.628
Cl -2.4462 -5.8101 -0.3268 0.548
H -5.1419 -8.1334 0.1650 0.070
H -3.5553 -8.4891 0.7595 0.074
H -4.7341 -6.0415 -0.9004 0.047
H -3.7281 -7.3757 -1.5526 0.077
Cl 0.1465 -0.6191 -5.4446 0.563
C -1.5059 -0.0977 -4.9470 -0.613
C -1.3733 1.3840 -4.4764 -0.669
Cl -1.2206 2.5912 -5.7786 0.586
H -1.8730 -0.7959 -4.1948 0.022
H -2.1491 -0.0266 -5.8241 0.046
H -0.4962 1.4204 -3.8302 0.035
H -2.2727 1.5560 -3.8852 0.040
Cl 2.3393 -4.0471 -2.4079 0.560
C 0.8675 -3.2398 -3.0098 -0.647
C -0.0263 -4.2361 -3.7457 -0.722
Cl -1.4910 -3.5659 -4.3002 0.648
H 1.1988 -2.3528 -3.5497 0.023
H 0.3750 -2.9657 -2.0769 0.053
H -0.2772 -5.0632 -3.0816 0.059
H 0.5628 -4.5912 -4.5912 0.073
Cl -0.3509 -5.0198 6.6791 0.582
C -0.2944 -5.4091 4.9981 -0.768
C -1.6804 -5.3359 4.3719 -0.662
Cl -2.7957 -6.4408 5.2729 0.513
H 0.2357 -6.3474 4.8346 0.047
H 0.2929 -4.5951 4.5733 0.044
H -1.5970 -5.5507 3.3066 0.027
H -2.0991 -4.3304 4.4123 0.055